A structure of composition C11H13BBrHoN at a distorted geometry, computed with the ωB97M-V functional and the def2-TZVPD basis.

XYZ file:
```
28
Properties=species:S:1:pos:R:3:forces:R:3
C -1.29258 -0.33688 -1.84466 0.2 -0.5 -1.1
C -1.06033 0.44151 -3.02460 -0.1 -0.6 -0.1
C 0.20171 0.06069 -3.58394 -0.5 -0.6 0.2
H -1.74216 1.17678 -3.45227 0.3 -0.1 0.3
C 0.72625 -1.00007 -2.77351 -0.6 -0.1 -0.1
C -0.18447 -1.23362 -1.69274 -0.4 -0.2 -1.0
H -0.11480 -2.01834 -0.94084 0.1 0.4 0.0
H -2.19194 -0.32466 -1.23449 0.4 0.1 0.1
H 0.64479 0.45260 -4.50294 -0.2 -0.1 0.4
H 1.63915 -1.55588 -2.97576 -0.2 0.2 0.2
Ho 0.70632 1.05738 -1.35575 0.4 1.2 1.8
Br -0.25879 3.42582 -0.83616 -0.1 0.2 -0.2
C -0.30640 -0.25176 3.36488 -0.6 -0.3 -0.4
C -0.47797 -1.54076 2.76757 -0.4 0.8 -0.1
C -1.75202 -1.55733 2.12622 0.2 0.7 0.3
H 0.23840 -2.36069 2.79568 -0.2 0.2 0.0
C -2.37977 -0.28784 2.34107 0.9 -0.3 0.1
C -1.48181 0.51815 3.10759 0.2 -0.8 -0.4
H -1.66451 1.53761 3.43676 0.0 -0.1 0.0
H 0.56252 0.07504 3.93458 -0.2 -0.1 -0.1
H -2.18964 -2.40232 1.60005 0.0 0.1 0.1
H -3.36000 0.01038 1.97090 0.2 -0.1 0.1
B 4.92653 2.19719 0.42662 1.1 0.5 0.4
C 3.66361 1.45571 0.01374 -2.3 -1.1 -0.7
N 2.67148 0.90407 -0.31553 2.1 0.8 0.5
H 5.86582 1.58571 -0.05818 -0.1 0.0 0.0
H 4.99299 2.19715 1.64813 -0.1 -0.1 -0.3
H 4.89376 3.34196 -0.00557 -0.2 -0.3 0.0
```
Forces are in eV/Å.

Properties
expectation value of S²	6.004
2S+1	5
calculated total energy	-109627.026	eV
total charge	-1
HOMO-LUMO gap (spin up / spin down)	4.6 / 4.7	eV
maximum force	0.05129	hartree/bohr
E_HOMO (spin up / spin down)	-2.97 / -2.97	eV
M	414.9	g mol⁻¹